Entry 1:
Here is an isolated molecule of C3H6N2O at a distorted geometry from OMol25. Energies are from wB97M-V/def2-TZVPD.

Calculated total energy in eV: -8234.6629
SMILES string: [H]/N=C(/N)[C@@H]1CO1
ΔE to the lowest compared entry with this formula, charge and spin in eV: 2.036
Orbital gap in eV: 10.43

The geometry in XYZ format:
```
12
Properties=species:S:1:pos:R:3:forces:R:3
H -1.775 -1.771 -0.148 -0.04 0.90 0.12
N -1.963 -0.751 -0.076 0.25 -1.33 0.31
C -0.889 -0.065 -0.039 -1.33 -0.30 -0.84
N -0.986 1.283 0.051 -0.92 2.30 -0.40
C 0.476 -0.586 -0.248 0.40 -0.62 0.58
C 1.634 -0.114 0.544 -0.29 -0.46 -0.73
O 1.401 0.304 -0.815 0.47 0.10 0.11
H -0.338 1.779 -0.564 -0.11 -0.19 0.52
H -1.963 1.665 -0.047 1.55 -0.92 0.25
H 0.470 -1.605 -0.619 0.23 -0.03 -0.15
H 2.489 -0.782 0.681 -0.30 0.28 -0.03
H 1.443 0.642 1.281 0.09 0.28 0.26
```
Positions in Å, forces in eV/Å.

Entry 2:
Here is a cluster of 2 separate species, CH6NO3P in total at a distorted geometry from OMol25. Energies are from wB97M-V/def2-TZVPD.

Calculated total energy in eV: -18053.4952
SMILES string: OP1(O)=CO1.N
ΔE to the lowest compared entry with this formula, charge and spin in eV: 3.009
Orbital gap (spin up / spin down) in eV: 8.10 / 8.10

The geometry in XYZ format:
```
12
Properties=species:S:1:pos:R:3:forces:R:3
O 0.850 1.017 -0.405 0.28 0.69 -0.25
P 1.922 0.100 0.276 -1.03 -1.70 -1.97
O 3.305 0.775 -0.081 0.41 0.76 1.05
C 1.414 -1.450 0.948 -1.93 1.54 -0.77
O 2.051 -1.333 -0.453 -0.30 0.59 -0.20
H -0.142 0.833 -0.595 0.49 -0.48 0.67
H 3.428 0.985 -1.008 -0.09 0.00 -0.41
H 2.167 -1.808 1.542 2.05 -1.34 1.87
N -1.734 0.359 -0.232 0.30 -1.47 -0.19
H -1.975 -0.591 -0.731 0.56 2.57 1.93
H -1.405 0.297 0.770 -0.86 -0.66 -1.62
H -2.497 1.033 -0.280 0.13 -0.49 -0.12
```
Positions in Å, forces in eV/Å.

Entry 3:
Here is a structure of composition C19H31Cl2NO2ReSi at a distorted geometry from OMol25. Energies are from wB97M-V/def2-TZVPD.

Calculated total energy in eV: -60844.3027
Net charge: -2
Spin multiplicity: 4
Orbital gap (spin up / spin down) in eV: 3.72 / 4.64

The geometry in XYZ format:
```
57
Properties=species:S:1:pos:R:3:forces:R:3
C 1.313 2.734 -0.623 -0.48 1.40 -0.47
C -0.031 2.885 -0.102 0.12 1.91 -1.06
C -0.950 2.374 -1.088 0.09 1.20 -0.30
C -0.446 3.781 1.020 -0.05 -0.30 0.40
C -0.188 1.979 -2.229 0.54 1.20 -0.73
C 1.206 2.146 -1.931 -0.50 1.31 -1.15
C 2.335 1.851 -2.867 0.05 -0.21 -0.04
C 2.570 3.205 0.018 0.15 -0.02 0.20
C -2.421 2.652 -1.099 -0.04 -0.07 0.18
C -0.768 1.584 -3.552 0.04 -0.41 0.04
Re 0.445 0.818 -0.385 0.66 -3.76 3.12
Cl -2.266 1.913 3.726 -0.28 0.50 0.10
Cl 0.646 1.051 1.909 0.11 0.01 0.86
O 0.056 -0.474 -1.834 -1.77 -1.56 -1.41
H 0.363 3.904 1.742 -0.12 -0.01 -0.06
H -1.296 3.366 1.575 0.12 0.02 0.07
H -0.720 4.770 0.613 0.08 -0.25 -0.01
H -2.857 2.589 -0.100 0.07 -0.03 -0.03
H -2.966 1.972 -1.756 0.05 -0.03 0.05
H -2.568 3.675 -1.478 -0.10 -0.13 0.07
H -1.696 1.021 -3.415 0.15 0.04 -0.01
H -0.078 0.936 -4.101 -0.11 0.07 0.11
H -0.997 2.457 -4.182 0.10 -0.02 0.25
H 2.085 0.992 -3.497 0.08 0.02 0.11
H 3.240 1.616 -2.303 -0.04 -0.08 -0.06
H 2.573 2.689 -3.536 -0.12 0.00 0.15
H 2.479 3.137 1.103 0.08 -0.06 -0.05
H 2.804 4.241 -0.251 -0.10 -0.01 -0.03
H 3.403 2.579 -0.305 0.03 -0.03 0.16
H -0.809 -0.856 -1.552 1.18 -0.27 -0.17
O 2.122 -0.174 -0.139 1.70 0.09 -1.45
H 2.431 -0.559 -0.991 -0.49 0.35 0.82
C 1.567 -3.095 -1.523 0.16 -0.33 -0.58
Si 0.650 -3.029 0.106 -1.13 2.48 0.94
C -0.816 -4.205 -0.048 -0.22 -0.80 -0.08
C 1.911 -3.646 1.350 0.49 -0.77 0.28
N -0.068 -1.487 0.560 0.74 -1.56 -1.48
C -0.856 -1.492 1.639 -0.84 0.14 1.31
C -2.195 -0.997 1.543 0.20 -0.76 0.48
C -3.081 -1.188 2.591 0.31 0.11 0.17
C -2.644 -1.757 3.798 -0.06 -0.10 0.00
C -1.293 -2.087 3.979 -0.34 0.26 -0.36
C -0.396 -1.910 2.940 -0.56 -0.06 -0.66
H 1.816 -4.163 -1.685 -0.03 0.30 -0.04
H 2.519 -2.541 -1.522 -0.29 -0.12 0.04
H 0.951 -2.745 -2.365 0.24 -0.05 0.31
H -0.532 -5.228 -0.340 0.03 0.04 0.01
H -1.389 -4.296 0.888 0.23 0.22 -0.18
H -1.515 -3.844 -0.819 0.23 0.06 0.20
H 2.729 -2.918 1.472 -0.33 -0.09 -0.08
H 1.491 -3.864 2.342 0.05 0.11 -0.34
H 2.357 -4.586 0.978 0.03 0.11 0.08
H -2.515 -0.532 0.602 0.14 -0.20 0.29
H -4.112 -0.840 2.479 0.30 -0.10 0.19
H -3.334 -1.861 4.628 -0.04 0.02 -0.01
H -0.927 -2.458 4.937 -0.17 0.13 -0.07
H 0.671 -2.085 3.078 -0.33 0.05 -0.08
```
Positions in Å, forces in eV/Å.

Entry 4:
Here is a cluster of 12 separate species, C27H53FN2O41S9 in total at a distorted geometry from OMol25. Energies are from wB97M-V/def2-TZVPD.

Calculated total energy in eV: -216007.4283
SMILES string: O=C1OC[C@@H](F)O1.O=S1(=O)OCCO1.O=S1(=O)OCCO1.O=S1(=O)OCCO1.O=S1(=O)OCCO1.O=S1(=O)OCCO1.O=S1(=O)OCCO1.O=S1(=O)OCCO1.O=S1(=O)OCCO1.O=S1(=O)OCCO1.CNC(C)=O.CNC(C)=O
ΔE to the lowest compared entry with this formula, charge and spin in eV: 0.000
Orbital gap in eV: 9.38

The geometry in XYZ format:
```
133
Properties=species:S:1:pos:R:3:forces:R:3
O 5.246 2.205 -2.831 -1.62 -1.64 -0.82
C 4.479 1.339 -3.230 3.57 2.81 1.73
O 3.200 1.330 -3.058 -2.60 1.85 0.78
C 2.675 0.418 -3.949 -2.33 -2.93 1.51
C 3.781 -0.636 -4.046 -2.14 2.96 -0.35
F 3.600 -1.014 -5.315 1.44 -1.60 -1.46
O 4.844 0.248 -3.848 2.90 -2.38 -1.23
H 1.869 -0.165 -3.504 -0.57 0.68 0.36
H 2.265 0.808 -4.880 0.82 0.25 -0.15
H 3.726 -1.465 -3.340 0.45 0.00 -0.13
O -0.688 -1.525 -1.949 1.55 0.41 0.41
S 0.450 -1.227 -1.105 -1.67 -0.21 1.31
O 1.738 -1.873 -1.398 -2.55 2.02 1.29
O 0.537 0.371 -0.843 1.46 -0.82 -1.94
C -0.644 0.846 -0.219 -1.13 -1.30 0.49
C -1.076 -0.340 0.782 1.45 1.14 -1.47
O -0.102 -1.395 0.451 0.40 -0.75 -0.48
H -0.370 1.805 0.220 -0.30 -0.18 0.12
H -1.441 0.917 -0.959 0.16 0.45 -0.08
H -2.097 -0.670 0.588 0.31 -0.06 0.10
H -0.924 0.021 1.799 0.11 -0.66 -0.02
O 5.725 -0.959 1.656 -1.71 1.64 -1.69
S 4.965 -0.198 0.682 -1.35 1.17 -0.56
O 4.910 -0.621 -0.723 -0.08 0.61 2.67
O 3.415 0.212 1.251 1.10 -3.36 0.82
C 2.922 1.379 0.661 0.80 -0.57 -1.16
C 4.207 2.229 0.630 -2.41 0.88 -0.43
O 5.321 1.397 0.725 1.42 -1.32 0.03
H 2.512 1.102 -0.310 0.27 0.42 -0.13
H 2.108 1.812 1.243 0.26 -0.13 0.36
H 4.045 2.862 1.503 1.25 0.18 -0.16
H 4.162 2.752 -0.325 0.71 0.40 0.17
O 0.715 4.094 1.588 1.52 1.06 0.72
S 1.642 5.008 2.244 -0.99 -0.27 0.64
O 1.741 4.981 3.689 0.19 0.35 -2.70
O 3.091 4.923 1.532 -0.25 -0.52 0.66
C 3.331 5.973 0.618 -1.58 1.11 -1.50
C 1.920 6.662 0.403 1.31 -0.87 0.57
O 1.355 6.500 1.712 -0.45 0.16 0.57
H 4.034 6.716 0.995 0.04 -0.32 0.30
H 3.648 5.608 -0.358 0.33 -0.40 0.29
H 1.264 6.162 -0.309 0.22 -0.11 -0.14
H 2.070 7.704 0.120 -0.37 0.00 0.48
O 3.959 -3.975 3.277 -1.33 -0.30 1.06
S 2.876 -4.025 4.229 -1.71 1.16 -0.32
O 2.688 -5.143 5.143 0.39 2.56 -1.66
O 2.824 -2.531 4.976 1.64 -4.03 2.26
C 2.223 -1.564 4.254 -0.27 1.70 -1.71
C 1.269 -2.277 3.250 0.19 0.78 -0.41
O 1.382 -3.662 3.491 1.50 -1.51 1.02
H 1.722 -0.876 4.934 -0.34 -0.25 0.03
H 3.025 -0.982 3.801 -0.24 0.16 -0.67
H 1.463 -2.121 2.189 0.46 0.36 0.17
H 0.256 -1.907 3.412 -0.19 -0.62 0.20
O -2.331 -4.083 3.131 -1.43 1.18 1.47
S -3.193 -2.930 3.052 1.12 -0.31 -3.21
O -3.918 -2.848 1.785 -0.03 0.21 2.48
O -4.020 -2.504 4.389 -0.77 -2.83 -1.51
C -4.095 -1.104 4.494 1.59 0.60 0.39
C -2.607 -0.824 4.222 0.20 2.66 -0.21
O -2.292 -1.599 3.092 -0.23 -1.37 0.08
H -4.690 -0.584 3.743 -0.32 -0.48 -0.16
H -4.483 -0.937 5.498 0.30 0.31 -0.08
H -1.886 -0.958 5.029 -0.34 -0.46 0.19
H -2.439 0.175 3.819 -0.23 0.22 0.43
O 0.081 3.384 5.313 -1.06 -1.73 -1.27
S -0.557 2.278 4.625 -2.42 1.05 1.09
O 0.262 1.280 3.948 -2.16 1.49 1.10
O -1.698 1.612 5.659 2.87 -1.51 0.87
C -2.846 2.403 5.966 1.17 0.14 -3.23
C -3.137 2.832 4.449 0.06 1.18 0.84
O -1.874 2.802 3.695 1.20 -0.40 0.66
H -3.586 1.720 6.382 0.09 0.30 0.01
H -2.558 3.245 6.596 -0.30 -0.08 0.06
H -3.491 3.863 4.431 0.12 0.03 -0.15
H -3.885 2.242 3.921 0.37 -0.40 0.14
O 3.207 -6.939 1.961 0.22 0.37 -4.59
S 3.227 -6.883 0.471 0.02 -0.68 1.05
O 3.522 -8.111 -0.309 -0.69 3.06 1.75
O 1.844 -6.172 -0.059 1.35 -0.89 1.40
C 2.080 -5.369 -1.214 0.86 -0.53 -0.27
C 3.643 -5.041 -1.214 -1.36 0.91 -1.41
O 4.178 -5.616 -0.108 0.10 -2.77 3.41
H 1.798 -6.033 -2.032 0.00 0.65 -0.41
H 1.444 -4.491 -1.110 0.16 -0.16 -0.28
H 3.829 -3.971 -1.113 -0.21 0.11 -0.13
H 4.204 -5.411 -2.072 -0.49 -0.05 -0.44
O -3.149 -0.437 -4.126 -1.99 0.20 1.94
S -4.304 -0.537 -3.231 1.15 -2.26 -0.26
O -5.363 0.424 -3.298 0.93 -0.65 0.16
O -4.912 -2.053 -3.384 -0.97 1.68 -1.36
C -4.425 -3.032 -2.477 0.56 -0.10 -1.92
C -3.960 -2.194 -1.357 0.63 -0.26 3.63
O -3.866 -0.820 -1.668 -0.31 1.65 -2.44
H -5.227 -3.744 -2.282 -0.08 0.38 0.37
H -3.648 -3.587 -3.003 0.31 0.04 0.23
H -2.988 -2.423 -0.920 0.00 -0.59 -0.34
H -4.667 -2.250 -0.529 -0.07 -0.01 0.03
O -3.823 0.750 1.382 -2.72 1.88 0.34
S -5.084 1.508 1.217 -1.25 0.16 -1.17
O -6.353 1.077 1.886 4.12 1.22 -2.02
O -4.953 3.141 1.420 0.05 -1.17 1.97
C -4.308 3.831 0.344 0.07 -0.71 -0.29
C -4.335 2.759 -0.771 0.61 1.08 -0.84
O -5.260 1.777 -0.425 -1.26 -1.92 2.65
H -4.889 4.717 0.086 -0.41 -0.27 0.17
H -3.319 4.197 0.620 0.12 -0.55 0.02
H -3.369 2.270 -0.904 0.06 0.49 -0.38
H -4.790 3.218 -1.649 0.72 -0.26 -0.36
C -1.998 6.251 -2.800 -0.40 1.04 0.39
N -0.913 5.338 -2.864 0.14 1.58 -1.19
C -0.670 4.357 -2.044 -0.27 -2.73 0.75
C 0.721 3.816 -2.253 0.30 -0.35 0.29
O -1.484 3.842 -1.258 0.91 1.03 -0.63
H -1.539 7.191 -3.105 -0.75 0.21 -0.48
H -2.321 6.448 -1.778 0.02 -0.42 0.15
H -2.872 5.949 -3.377 0.14 0.18 -0.20
H -0.142 5.610 -3.457 -0.28 -0.07 0.13
H 0.690 2.820 -2.694 -0.09 -0.34 0.82
H 1.152 3.900 -1.255 0.46 -0.77 -0.05
H 1.369 4.332 -2.961 -0.22 0.59 0.11
C -0.187 -6.687 -5.453 0.61 -0.74 -0.32
N 0.461 -5.409 -5.544 -0.15 0.54 -0.21
C 0.460 -4.618 -4.462 0.19 0.49 1.72
C 1.432 -3.492 -4.421 0.37 0.71 -1.22
O -0.162 -4.853 -3.436 -0.66 -0.39 -0.42
H -1.211 -6.653 -5.081 0.13 0.34 -0.27
H 0.388 -7.304 -4.763 -0.15 -0.36 0.05
H -0.112 -7.105 -6.457 -0.41 -0.33 0.17
H 1.266 -5.317 -6.147 -0.32 -0.03 -0.12
H 2.355 -3.953 -4.069 0.17 0.42 0.42
H 1.067 -2.646 -3.838 0.12 -0.50 0.43
H 1.654 -3.073 -5.402 0.07 -0.16 -0.25
```
Positions in Å, forces in eV/Å.

Which of these has the highest calculated total energy?
C3H6N2O

What is the calculated total energy in the fourth record?
-216007.4283 eV